1.
{"formula": "C30H28BN6Se4W", "method": "wB97M-V/def2-TZVPD", "e_homo_ev": [-10.6, -10.6], "gap_ev": [5.63, 5.63], "total_energy_ha": -11186.06715, "total_charge": 1, "species": ["W", "C", "C", "C", "C", "N", "N", "B", "N", "N", "C", "C", "C", "C", "C", "C", "C", "C", "C", "C", "N", "N", "C", "C", "C", "C", "C", "C", "C", "C", "C", "C", "C", "C", "C", "C", "C", "C", "H", "H", "H", "H", "H", "H", "H", "H", "H", "H", "H", "H", "H", "H", "H", "H", "H", "H", "H", "H", "H", "H", "H", "H", "H", "H", "H", "H", "Se", "Se", "Se", "Se"], "coordinates": [[-1.032322, -0.508344, 0.314111], [0.323060, -2.953803, 4.696181], [0.241959, -1.708147, 3.889002], [0.263001, -0.386366, 4.327283], [0.184563, 0.406665, 3.190996], [0.084974, -0.401175, 2.104460], [0.113257, -1.702883, 2.563713], [0.424161, -2.745485, 1.435953], [1.681557, -2.163772, 0.763344], [1.457387, -1.137160, -0.110213], [2.639493, -0.871195, -0.681019], [3.619599, -1.726152, -0.150369], [2.973788, -2.523213, 0.770574], [3.523367, -3.585329, 1.657985], [2.921173, 0.060745, -1.791438], [3.576799, -0.474474, -2.905271], [3.935340, 0.331997, -3.972200], [3.649700, 1.690293, -3.942297], [3.009248, 2.229685, -2.839053], [2.655159, 1.425247, -1.765640], [-0.659129, -2.487252, 0.337199], [-2.737340, -1.125569, -0.597370], [-2.172491, -1.334232, -1.870496], [-1.125707, -2.239383, -2.003291], [-0.467509, -2.885476, -0.910479], [0.452746, -4.015238, -1.242914], [-2.792500, -0.634352, -2.993072], [-4.133739, -0.255141, -2.884401], [-4.772681, 0.344107, -3.954172], [-4.073903, 0.595680, -5.127697], [-2.725712, 0.271927, -5.220984], [-2.085923, -0.344528, -4.163306], [0.234721, 1.861783, 3.044196], [0.908938, 2.406022, 1.949149], [1.000604, 3.778896, 1.801738], [0.414584, 4.614549, 2.743389], [-0.259003, 4.078503, 3.830716], [-0.345677, 2.704951, 3.989006], [0.212640, -2.713848, 5.750704], [1.284807, -3.450145, 4.557548], [-0.456100, -3.659339, 4.410122], [0.361064, -0.042260, 5.342833], [0.533427, -3.850608, 1.863644], [4.666393, -1.736552, -0.403331], [4.581997, -3.722263, 1.451589], [3.013119, -4.537632, 1.508575], [3.417654, -3.306677, 2.707885], [3.793114, -1.534526, -2.936576], [4.437030, -0.103246, -4.826428], [3.941576, 2.322073, -4.770591], [2.783857, 3.287923, -2.804397], [2.185997, 1.880821, -0.903279], [-0.821088, -2.520366, -3.003160], [0.069902, -4.575188, -2.094877], [0.576271, -4.681882, -0.391889], [1.433580, -3.615335, -1.517289], [-4.672308, -0.445056, -1.965441], [-5.814319, 0.623775, -3.873827], [-4.580242, 1.056429, -5.965505], [-2.169517, 0.515204, -6.116291], [-1.023166, -0.549957, -4.217040], [1.395804, 1.747650, 1.242765], [1.532682, 4.194826, 0.955967], [0.486405, 5.688526, 2.632112], [-0.717858, 4.730570, 4.561874], [-0.887755, 2.280682, 4.825197], [-0.504119, 1.134196, -1.244684], [-2.669164, 1.272484, 1.282378], [-2.869247, -0.716503, 2.359070], [-3.475376, -2.579857, 0.257727]], "atomic_forces_ev_per_a": [[0.13, 3.51, -2.00], [0.09, -0.12, -0.02], [-0.23, 0.00, -0.03], [0.01, 0.25, 0.01], [-0.14, -0.19, -0.30], [-0.20, -0.17, 0.82], [0.31, 0.02, -0.03], [-0.03, 0.21, 0.17], [0.03, -0.07, -0.25], [0.13, -0.15, 0.19], [0.05, -0.11, 0.13], [0.04, 0.05, 0.03], [0.06, 0.04, -0.09], [-0.07, -0.03, 0.03], [-0.01, 0.00, -0.14], [-0.15, 0.09, 0.05], [-0.02, 0.03, -0.02], [0.06, -0.07, -0.05], [-0.05, 0.10, 0.04], [0.01, 0.02, 0.01], [1.06, -0.70, -0.46], [0.84, 0.06, -0.15], [0.46, -0.68, 0.13], [-0.56, 0.22, -0.17], [-0.22, -0.36, 0.41], [-0.09, -0.07, 0.06], [-0.20, 0.20, -0.17], [0.07, -0.10, 0.06], [0.01, 0.05, -0.12], [-0.05, 0.00, 0.07], [0.03, 0.02, -0.08], [0.06, -0.05, 0.14], [0.10, 0.07, -0.09], [0.05, 0.03, 0.18], [-0.06, -0.03, 0.00], [0.00, 0.08, -0.06], [-0.03, -0.02, 0.11], [-0.02, -0.10, -0.10], [0.00, -0.01, 0.01], [0.00, 0.01, 0.00], [0.00, 0.01, -0.01], [0.07, -0.03, 0.00], [0.05, -0.09, 0.02], [-0.01, -0.01, -0.01], [0.00, -0.02, 0.00], [0.00, 0.00, 0.01], [0.00, -0.02, 0.00], [0.01, -0.02, 0.03], [0.01, 0.02, 0.00], [-0.04, 0.02, 0.00], [0.04, 0.00, -0.01], [0.04, -0.06, 0.07], [0.10, 0.03, 0.03], [0.02, -0.01, 0.00], [0.03, 0.02, 0.00], [0.00, 0.05, 0.03], [0.03, -0.03, 0.01], [0.00, -0.03, 0.00], [0.03, 0.03, 0.00], [-0.02, -0.02, -0.01], [-0.02, -0.07, -0.04], [-0.01, -0.06, -0.02], [0.01, 0.02, 0.02], [0.00, -0.01, -0.01], [0.01, 0.01, -0.01], [0.02, 0.02, 0.03], [-0.51, -0.73, 0.78], [0.52, -1.13, 0.10], [-0.88, -1.12, -1.03], [-0.97, 1.18, 1.67]]}


2.
{"formula": "F2H2N2O2S", "method": "wB97M-V/def2-TZVPD", "e_homo_ev": -11.4, "gap_ev": 11.51, "e_above_lowest_kj_mol": 65.7, "total_energy_ha": -858.92424, "species": ["N", "N", "O", "O", "F", "F", "S", "H", "H"], "coordinates": [[0.494190, -1.298692, -0.237261], [-0.673162, 1.175844, -0.744816], [-1.427108, -0.252945, 1.066237], [0.908298, 0.643432, 1.310962], [-0.526211, 2.331790, 0.079224], [0.368234, 1.099369, -1.593884], [-0.189558, -0.021381, 0.543977], [-0.183531, -1.868884, -0.754971], [1.228847, -1.808533, 0.330531]], "atomic_forces_ev_per_a": [[0.02, -0.16, 0.50], [-0.33, -0.63, 1.37], [-4.46, -1.41, 2.09], [-2.79, -2.36, -1.98], [0.17, -0.48, -1.42], [0.93, 1.11, -0.75], [7.29, 2.76, 0.70], [0.48, 0.10, 0.52], [-1.30, 1.07, -1.03]]}


3.
{"formula": "C4H10O2", "method": "wB97M-V/def2-TZVPD", "e_homo_ev": -9.5, "gap_ev": 10.26, "e_above_lowest_kj_mol": 208.1, "total_energy_ha": -308.81889, "species": ["C", "C", "O", "C", "C", "H", "H", "H", "H", "H", "H", "H", "H", "H", "H", "O"], "coordinates": [[-0.530934, -1.761043, 1.260516], [1.012617, 0.587338, -1.493117], [2.351951, 0.795207, -1.714872], [0.611595, 0.173240, -0.032887], [0.061115, -1.038802, 0.033364], [-0.775557, -1.052953, 2.060783], [-1.417507, -2.330845, 1.015406], [0.315210, -2.239091, 1.755206], [0.338690, 1.474218, -1.603236], [0.482568, -0.134794, -2.134677], [2.762769, 0.920707, -0.857320], [0.593932, 0.957507, 0.716498], [0.062366, -1.795084, -0.761370], [-2.505398, 2.202277, 0.959121], [-1.575545, 1.674678, -0.068502], [-1.787865, 1.567443, 0.865085]], "atomic_forces_ev_per_a": [[1.00, 2.30, 0.42], [-3.17, 0.21, 2.20], [0.67, 0.12, -0.53], [0.05, -0.84, -2.57], [-0.54, -1.25, 1.91], [-0.46, 0.24, -0.35], [0.25, -0.52, 0.08], [-0.29, -1.11, -0.36], [0.96, 0.29, -0.47], [1.14, -0.08, -0.23], [0.17, 0.01, 0.02], [0.05, -0.41, 0.24], [0.35, 0.95, -0.45], [-0.12, 0.00, 0.36], [0.25, -0.31, -0.03], [-0.33, 0.41, -0.24]]}